Density functional theory data (wB97M-V/def2-TZVPD) for a 3-piece molecular cluster, C4H12N2O overall.

```
! RIJCOSX wB97M-V def2-TZVPD def2/J DEFGRID3
* xyz 0 1
C -0.486 2.203 -0.559
C -0.195 1.588 -1.905
N 0.298 3.258 -0.227
N 0.804 -0.384 0.787
O -1.337 1.785 0.192
H -0.159 -0.070 0.842
H 0.115 3.741 0.637
H 0.948 3.670 -0.872
H 0.989 -0.940 1.614
H 1.384 0.438 0.842
H 0.061 0.539 -1.747
H -1.096 1.628 -2.515
H 0.622 2.110 -2.436
C -0.869 -2.963 0.672
C 0.220 -3.558 1.111
H 1.084 -3.710 0.477
H -0.957 -2.622 -0.348
H -1.729 -2.803 1.304
H 0.305 -3.910 2.130
*
```

Computed properties:
Relative energy (zero: lowest compared OMol25 entry of this formula, charge and spin) in eV: 1.130
LUMO energy in eV: 0.85
Kohn-Sham gap in eV: 10.35
HOMO in eV: -9.5
SMILES: CC(N)=O.C=C.N
Electronic energy in Eh: -344.34348

Need the Löwdin charges? In units of e they are: atom 1 (C): -0.63, atom 2 (C): -0.01, atom 3 (N): 0.15, atom 4 (N): 0.03, atom 5 (O): 0.03, atom 6 (H): -0.01, atom 7 (H): 0.11, atom 8 (H): 0.09, atom 9 (H): 0.00, atom 10 (H): 0.00, atom 11 (H): 0.07, atom 12 (H): 0.08, atom 13 (H): 0.08, atom 14 (C): -0.10, atom 15 (C): -0.10, atom 16 (H): 0.05, atom 17 (H): 0.05, atom 18 (H): 0.05, atom 19 (H): 0.04

Density functional theory data (wB97M-V/def2-TZVPD) for a 2-piece molecular cluster, C2H2Cl3NO overall in a non-equilibrium geometry.

```
! RIJCOSX wB97M-V def2-TZVPD def2/J DEFGRID3
* xyz 0 1
C 0.822 1.662 0.290
C 0.543 0.350 0.386
N -1.372 -1.518 -0.988
O -1.802 -2.299 -0.185
Cl 0.829 2.625 1.739
Cl -0.738 -2.201 -2.515
Cl 0.268 -0.344 1.973
H 1.045 2.269 -0.486
H 0.405 -0.544 -0.216
*
```

Computed properties:
Relative energy (zero: lowest compared OMol25 entry of this formula, charge and spin) in eV: 3.635
LUMO energy in eV: -1.56
Kohn-Sham gap in eV: 8.09
HOMO in eV: -9.7
SMILES: Cl/C=C\Cl.O=NCl
Electronic energy in Eh: -1587.83986

Need the Löwdin charges? In units of e they are: atom 1 (C): -0.59, atom 2 (C): -0.59, atom 3 (N): -0.42, atom 4 (O): -0.04, atom 5 (Cl): 0.58, atom 6 (Cl): 0.49, atom 7 (Cl): 0.56, atom 8 (H): 0.01, atom 9 (H): 0.00

Density functional theory data (wB97M-V/def2-TZVPD) for C21H28F2N3O6S2 as an isolated structure in a non-equilibrium geometry.

```
! RIJCOSX wB97M-V def2-TZVPD def2/J DEFGRID3
* xyz -1 1
C 6.030 -1.824 -1.277
C 5.146 -1.060 -0.304
S 4.686 0.525 -1.041
C 3.513 1.245 0.180
C 2.722 0.175 0.868
C 3.129 -0.232 2.091
C 2.461 -1.294 2.743
N 2.741 -1.833 3.923
S 1.684 -3.023 4.145
N 0.844 -2.926 2.787
C 1.358 -1.922 2.088
C 0.914 -1.453 0.827
N -0.200 -2.072 0.130
C 0.211 -3.116 -0.729
O 1.276 -3.633 -0.763
F -0.762 -3.423 -1.594
C -1.285 -2.512 0.921
O -1.585 -3.641 1.125
F -1.994 -1.489 1.398
C 1.562 -0.429 0.226
C 1.158 0.132 -1.108
C 0.415 1.469 -0.977
C -1.123 1.350 -1.084
C -1.907 2.056 0.036
C -3.009 1.192 0.681
C -4.413 1.796 0.640
C -5.469 0.711 0.845
C -5.690 -0.122 -0.417
O -5.700 -1.507 -0.101
C -5.103 -2.321 -1.078
H 7.022 -1.389 -1.370
H 6.172 -2.835 -0.891
H 5.567 -1.934 -2.255
H 5.699 -0.908 0.623
H 4.264 -1.659 -0.089
H 2.920 1.956 -0.387
H 4.113 1.791 0.903
H 3.975 0.243 2.566
H 2.077 0.273 -1.673
H 0.558 -0.594 -1.655
H 0.712 1.999 -0.075
H 0.756 2.086 -1.804
H -1.416 1.764 -2.048
H -1.376 0.289 -1.118
H -2.312 3.008 -0.302
H -1.186 2.293 0.818
H -3.045 0.209 0.208
H -2.763 1.019 1.728
H -4.595 2.372 -0.269
H -4.515 2.495 1.473
H -5.127 0.034 1.627
H -6.418 1.132 1.177
H -6.670 0.126 -0.838
H -4.939 0.105 -1.177
H -4.166 -1.893 -1.442
H -5.767 -2.500 -1.930
H -4.867 -3.281 -0.625
C 2.953 4.354 -1.582
O 3.822 5.242 -1.632
O 1.901 4.626 -0.647
O 2.842 3.275 -2.178
H 2.200 5.483 -0.317
*
```

Computed properties:
LUMO energy in eV: 1.32
Kohn-Sham gap in eV: 6.40
HOMO in eV: -5.1
Electronic energy in Eh: -2428.93323

Need the Löwdin charges? In units of e they are: atom 1 (C): -0.19, atom 2 (C): -0.56, atom 3 (S): 0.91, atom 4 (C): -0.38, atom 5 (C): -0.22, atom 6 (C): 0.02, atom 7 (C): -0.34, atom 8 (N): -0.23, atom 9 (S): 1.00, atom 10 (N): -0.22, atom 11 (C): -0.29, atom 12 (C): -0.10, atom 13 (N): 0.13, atom 14 (C): -0.48, atom 15 (O): 0.21, atom 16 (F): 0.14, atom 17 (C): -0.49, atom 18 (O): 0.18, atom 19 (F): 0.15, atom 20 (C): -0.07, atom 21 (C): -0.11, atom 22 (C): -0.16, atom 23 (C): -0.17, atom 24 (C): -0.17, atom 25 (C): -0.21, atom 26 (C): -0.22, atom 27 (C): -0.18, atom 28 (C): -0.24, atom 29 (O): -0.19, atom 30 (C): -0.12, atom 31 (H): 0.06, atom 32 (H): 0.07, atom 33 (H): 0.06, atom 34 (H): 0.07, atom 35 (H): 0.07, atom 36 (H): 0.04, atom 37 (H): 0.08, atom 38 (H): 0.13, atom 39 (H): 0.09, atom 40 (H): 0.11, atom 41 (H): 0.11, atom 42 (H): 0.10, atom 43 (H): 0.11, atom 44 (H): 0.09, atom 45 (H): 0.11, atom 46 (H): 0.10, atom 47 (H): 0.08, atom 48 (H): 0.11, atom 49 (H): 0.11, atom 50 (H): 0.11, atom 51 (H): 0.12, atom 52 (H): 0.10, atom 53 (H): 0.12, atom 54 (H): 0.11, atom 55 (H): 0.08, atom 56 (H): 0.08, atom 57 (H): 0.09, atom 58 (C): -0.82, atom 59 (O): -0.06, atom 60 (O): -0.02, atom 61 (O): -0.06, atom 62 (H): 0.07

Density functional theory data (wB97M-V/def2-TZVPD) for one molecule with the formula C4H10N2O in a non-equilibrium geometry.

```
! RIJCOSX wB97M-V def2-TZVPD def2/J DEFGRID3
* xyz 0 1
C -0.120 -0.004 2.118
N -0.715 -0.234 0.911
C -0.039 1.505 -0.656
C -0.574 0.090 -0.522
C 0.318 -1.014 -1.106
N 0.360 -1.128 -2.568
O 0.805 0.750 2.293
H -0.548 -0.627 2.915
H -1.607 -0.697 1.048
H -0.241 1.919 -1.652
H 1.042 1.617 -0.545
H -0.509 2.248 -0.012
H -1.564 0.116 -0.997
H 1.330 -0.889 -0.723
H -0.068 -1.977 -0.772
H -0.593 -1.083 -2.913
H 0.787 -0.296 -2.958
*
```

Computed properties:
Relative energy (zero: lowest compared OMol25 entry of this formula, charge and spin) in eV: 1.387
LUMO energy in eV: 0.70
Kohn-Sham gap in eV: 10.10
HOMO in eV: -9.4
SMILES: C[C@@H](CN)NC=O
Electronic energy in Eh: -343.15049

Need the Löwdin charges? In units of e they are: atom 1 (C): -0.36, atom 2 (N): 0.03, atom 3 (C): -0.07, atom 4 (C): -0.35, atom 5 (C): -0.25, atom 6 (N): 0.00, atom 7 (O): 0.02, atom 8 (H): 0.13, atom 9 (H): 0.12, atom 10 (H): 0.07, atom 11 (H): 0.08, atom 12 (H): 0.08, atom 13 (H): 0.14, atom 14 (H): 0.12, atom 15 (H): 0.11, atom 16 (H): 0.06, atom 17 (H): 0.06

Density functional theory data (wB97M-V/def2-TZVPD) for C18H18BaClO as an isolated structure in a non-equilibrium geometry.

```
! RIJCOSX wB97M-V def2-TZVPD def2/J DEFGRID3
* xyz -1 1
C -2.883 -2.303 2.096
C -2.528 -1.465 3.193
C -2.692 -0.105 2.795
H -2.185 -1.812 4.161
C -3.158 -0.102 1.444
C -3.254 -1.459 1.002
H -3.622 -1.781 0.030
H -2.926 -3.392 2.105
H -2.543 0.769 3.434
H -3.423 0.783 0.874
C 2.480 -3.350 0.088
C 1.683 -4.162 0.949
C 0.440 -4.418 0.291
H 1.976 -4.517 1.936
C 0.466 -3.761 -0.980
C 1.731 -3.102 -1.110
H 2.087 -2.583 -2.000
H 3.493 -2.997 0.287
H -0.356 -5.047 0.684
H -0.324 -3.802 -1.729
Ba 0.031 -1.384 1.195
O 0.506 0.652 0.525
C 0.597 1.902 0.997
C -0.176 2.593 -0.168
H 0.101 2.109 1.933
H 1.599 2.256 1.028
H -1.273 2.489 -0.081
H -1.287 4.144 -1.953
C -0.238 3.902 -2.189
C 0.467 2.982 -1.346
C 1.809 2.570 -1.718
H 2.281 1.775 -1.115
C 2.451 3.219 -2.757
H 3.490 2.962 -2.968
C 1.799 4.256 -3.462
H 2.332 4.760 -4.278
C 0.444 4.550 -3.210
H -0.058 5.340 -3.771
Cl 0.663 -2.469 3.790
*
```

Computed properties:
LUMO energy (spin up / spin down) in eV: 0.43 / -0.80
Kohn-Sham gap (spin up / spin down) in eV: 4.26 / 2.85
HOMO (spin up / spin down) in eV: -3.8 / -3.7
Electronic energy in Eh: -1257.59100

Need the Löwdin charges? In units of e they are: atom 1 (C): -0.23, atom 2 (C): -0.26, atom 3 (C): -0.19, atom 4 (H): 0.05, atom 5 (C): -0.22, atom 6 (C): -0.22, atom 7 (H): 0.07, atom 8 (H): 0.09, atom 9 (H): 0.08, atom 10 (H): 0.06, atom 11 (C): -0.24, atom 12 (C): -0.27, atom 13 (C): -0.26, atom 14 (H): 0.06, atom 15 (C): -0.27, atom 16 (C): -0.25, atom 17 (H): 0.06, atom 18 (H): 0.07, atom 19 (H): 0.08, atom 20 (H): 0.06, atom 21 (Ba): 1.71, atom 22 (O): -0.60, atom 23 (C): -0.37, atom 24 (C): 0.10, atom 25 (H): 0.11, atom 26 (H): 0.10, atom 27 (H): 0.13, atom 28 (H): 0.12, atom 29 (C): -0.03, atom 30 (C): -0.22, atom 31 (C): 0.01, atom 32 (H): 0.12, atom 33 (C): -0.08, atom 34 (H): 0.11, atom 35 (C): -0.08, atom 36 (H): 0.10, atom 37 (C): -0.09, atom 38 (H): 0.10, atom 39 (Cl): -0.50

Density functional theory data (wB97M-V/def2-TZVPD) for an isolated ion of composition C4H8Br2FN4O2 and charge +1 in a non-equilibrium geometry.

```
! RIJCOSX wB97M-V def2-TZVPD def2/J DEFGRID3
* xyz 1 1
C -0.932 1.603 -0.108
C 0.435 2.010 -0.791
C -1.171 -0.720 0.421
C 1.319 -0.168 0.171
N -1.455 0.304 -0.402
N -1.367 -2.020 0.214
N -0.502 -3.158 1.036
N 1.589 1.307 -0.216
O -0.090 -2.666 1.975
O -0.648 -4.155 0.523
F -1.840 -2.481 -0.990
Br 2.774 -0.512 1.619
Br 1.839 -1.158 -1.479
H -0.770 1.589 1.009
H -1.696 2.401 -0.521
H 0.294 1.780 -1.945
H 0.671 3.092 -0.660
H -0.691 -0.489 1.494
H -1.921 0.136 -1.225
H 2.336 1.648 -0.794
H 1.828 1.657 0.668
*
```

Computed properties:
Relative energy (zero: lowest compared OMol25 entry of this formula, charge and spin) in eV: 1.619
LUMO energy in eV: -4.37
Kohn-Sham gap in eV: 7.68
HOMO in eV: -12.0
Electronic energy in Eh: -5774.02856

Need the Löwdin charges? In units of e they are: atom 1 (C): -0.15, atom 2 (C): -0.14, atom 3 (C): -0.11, atom 4 (C): -1.00, atom 5 (N): 0.05, atom 6 (N): 0.04, atom 7 (N): -0.31, atom 8 (N): -0.16, atom 9 (O): 0.21, atom 10 (O): 0.28, atom 11 (F): 0.07, atom 12 (Br): 0.50, atom 13 (Br): 0.56, atom 14 (H): 0.14, atom 15 (H): 0.17, atom 16 (H): 0.17, atom 17 (H): 0.14, atom 18 (H): 0.19, atom 19 (H): 0.13, atom 20 (H): 0.14, atom 21 (H): 0.07

Density functional theory data (wB97M-V/def2-TZVPD) for a 2-piece molecular cluster, C4H10NO overall in a non-equilibrium geometry.

```
! RIJCOSX wB97M-V def2-TZVPD def2/J DEFGRID3
* xyz 1 1
C 2.879 1.175 0.550
C -1.545 -0.156 -0.062
C -1.687 1.189 0.665
C -0.225 -1.930 -0.973
N -0.406 -0.653 -0.315
O 1.759 0.747 0.312
H 3.695 1.067 -0.131
H 3.293 1.676 1.405
H -2.390 -0.737 -0.292
H -1.618 0.990 1.680
H -2.743 1.570 0.400
H -0.852 1.763 0.265
H 0.342 -2.584 -0.380
H -1.173 -2.281 -1.158
H 0.283 -1.701 -1.880
H 0.386 -0.136 -0.087
*
```

Computed properties:
Relative energy (zero: lowest compared OMol25 entry of this formula, charge and spin) in eV: 1.558
LUMO energy in eV: -4.03
Kohn-Sham gap in eV: 10.64
HOMO in eV: -14.7
Electronic energy in Eh: -288.10582

Need the Löwdin charges? In units of e they are: atom 1 (C): -0.01, atom 2 (C): -0.01, atom 3 (C): 0.02, atom 4 (C): 0.03, atom 5 (N): 0.05, atom 6 (O): -0.02, atom 7 (H): 0.08, atom 8 (H): 0.09, atom 9 (H): 0.13, atom 10 (H): 0.07, atom 11 (H): 0.13, atom 12 (H): 0.09, atom 13 (H): 0.10, atom 14 (H): 0.08, atom 15 (H): 0.11, atom 16 (H): 0.05